C3H9NO | ωB97M-V with the def2-TZVPD basis set

Values from the calculation:
DFT total energy	-6789.5470	eV
F_max	2.95	eV/Å
energy above the lowest of the compared OMol25 structures with the same formula, charge and spin	127.03	kcal/mol

Cartesian coordinates (Å):
C -1.8938 2.1031 0.7333
O -0.5528 1.8639 0.9255
H -2.3364 1.6545 1.7059
H -1.9986 3.2210 0.8037
H -2.4156 1.7700 -0.1787
C 0.6413 -2.1884 -0.5786
C 1.6491 0.0280 -0.5655
N 1.1177 -0.9790 0.0413
H 0.6872 -2.0949 -1.6588
H -0.4941 -2.3250 -0.3993
H 1.2335 -3.0052 -0.1898
H 1.6326 -0.0683 -1.6579
H 1.7990 0.9599 -0.0304
H 0.9309 -0.9396 1.0494